{"formula": "C18H19F3N2O5S", "method": "ωB97M-V with the def2-TZVPD basis set", "e_lumo_ev": 0.3, "total_charge": 0, "gap_ha": 0.289, "homo_ev": -7.57, "total_energy_ha": -1880.81281, "smiles": "COc1ccc(NC(=O)CN(c2cccc(C(F)(F)F)c2)S(C)(=O)=O)cc1OC", "species": ["C", "O", "C", "C", "C", "C", "N", "C", "O", "C", "N", "C", "C", "C", "C", "C", "C", "F", "F", "F", "C", "S", "C", "O", "O", "C", "C", "O", "C", "H", "H", "H", "H", "H", "H", "H", "H", "H", "H", "H", "H", "H", "H", "H", "H", "H", "H", "H"], "positions_angstrom": [[0.531, 2.615, -7.115], [1.554, 2.619, -6.153], [1.278, 2.117, -4.915], [0.060, 1.594, -4.518], [-0.118, 1.103, -3.232], [0.930, 1.132, -2.328], [0.708, 0.605, -1.045], [1.468, 0.750, 0.061], [2.581, 1.220, 0.110], [0.844, 0.151, 1.337], [-0.583, -0.040, 1.236], [-1.219, -1.153, 1.776], [-2.475, -1.525, 1.287], [-3.133, -2.625, 1.799], [-2.562, -3.389, 2.805], [-1.316, -3.022, 3.289], [-0.666, -3.791, 4.405], [-0.704, -3.108, 5.568], [0.632, -4.039, 4.167], [-1.246, -4.972, 4.645], [-0.645, -1.912, 2.795], [-1.496, 1.353, 0.928], [-2.486, 1.566, 2.427], [-2.367, 1.083, -0.178], [-0.580, 2.437, 0.820], [2.163, 1.656, -2.710], [2.345, 2.154, -3.988], [3.505, 2.691, -4.447], [4.593, 2.780, -3.558], [0.969, 3.054, -8.010], [-0.326, 3.220, -6.799], [0.192, 1.598, -7.341], [-0.772, 1.563, -5.202], [-1.080, 0.716, -2.933], [-0.230, 0.249, -0.914], [1.327, -0.818, 1.489], [1.118, 0.815, 2.164], [-2.918, -0.942, 0.495], [-4.099, -2.899, 1.405], [-3.068, -4.254, 3.202], [0.313, -1.649, 3.214], [-3.133, 0.710, 2.558], [-1.802, 1.681, 3.258], [-3.068, 2.469, 2.290], [2.958, 1.678, -1.987], [5.391, 3.260, -4.122], [4.348, 3.389, -2.682], [4.925, 1.791, -3.228]], "mulliken_charge": [-0.945, -0.414, 0.811, -0.611, -1.193, -0.251, 0.040, 0.488, -0.687, -0.702, -0.046, 0.136, -0.201, -0.983, -0.647, -0.165, 0.941, -0.260, -0.261, -0.281, -0.511, 1.195, -1.019, -0.638, -0.610, -0.032, 0.800, -0.450, -0.900, 0.231, 0.365, 0.361, 0.362, 0.385, 0.004, 0.557, 0.228, 0.669, 0.407, 0.480, 0.499, 0.358, 0.334, 0.444, 0.784, 0.220, 0.362, 0.346]}

***

{"formula": "C18H19F5MgN4O4S2", "method": "ωB97M-V with the def2-TZVPD basis set", "e_lumo_ev": -0.1, "total_charge": 0, "de_lowest_ev": 0.1170, "gap_ha": 0.287, "homo_ev": -7.87, "total_energy_ha": -2713.30898, "species": ["Mg", "C", "C", "N", "C", "C", "S", "C", "C", "N", "H", "H", "H", "H", "H", "H", "H", "H", "H", "H", "H", "H", "H", "H", "C", "C", "N", "C", "C", "N", "C", "O", "O", "C", "O", "O", "H", "H", "H", "H", "H", "F", "C", "C", "F", "C", "F", "C", "S", "C", "F", "C", "F"], "positions_angstrom": [[0.107, 0.072, 0.108], [2.039, -0.305, -2.438], [1.561, -1.679, -1.973], [0.220, -1.615, -1.388], [-0.921, -1.653, -2.304], [-1.199, -0.348, -3.053], [-1.194, 1.151, -2.013], [0.191, 2.103, -2.715], [1.498, 2.047, -1.920], [1.783, 0.704, -1.407], [3.096, -0.361, -2.714], [1.507, -0.016, -3.342], [1.618, -2.391, -2.804], [2.231, -2.039, -1.189], [0.103, -2.356, -0.703], [-0.812, -2.452, -3.048], [-1.793, -1.898, -1.697], [-0.496, -0.190, -3.869], [-2.189, -0.424, -3.502], [0.317, 1.775, -3.746], [-0.143, 3.139, -2.759], [2.303, 2.427, -2.562], [1.413, 2.704, -1.058], [2.567, 0.752, -0.765], [2.812, -2.454, 1.826], [2.632, -1.013, 2.149], [1.831, -0.173, 1.521], [1.950, 1.041, 2.163], [2.858, 0.932, 3.176], [3.273, -0.374, 3.147], [3.429, 1.844, 4.202], [3.010, 3.085, 4.191], [4.236, 1.402, 4.989], [1.084, 2.193, 1.752], [1.272, 3.293, 2.287], [0.220, 1.922, 0.862], [1.840, -2.891, 1.599], [3.244, -2.988, 2.671], [3.476, -2.584, 0.969], [3.933, -0.747, 3.813], [2.330, 3.241, 3.453], [-6.340, -3.402, 0.284], [-5.107, -2.992, 0.586], [-4.629, -1.790, 0.102], [-5.401, -1.030, -0.682], [-3.351, -1.379, 0.432], [-2.934, -0.203, -0.079], [-2.488, -2.126, 1.229], [-0.884, -1.595, 1.680], [-3.007, -3.335, 1.693], [-2.258, -4.127, 2.466], [-4.286, -3.765, 1.388], [-4.737, -4.928, 1.863]], "mulliken_charge": [1.201, -0.811, -0.766, -0.155, -0.700, -0.750, -0.054, -0.753, -0.730, -0.155, 0.475, 0.299, 0.445, 0.115, 0.362, 0.402, 0.153, 0.413, 0.569, 0.449, 0.514, 0.397, 0.314, 0.291, -1.310, 0.103, 0.282, -0.025, 0.223, -0.023, 0.521, -0.555, -0.635, 0.666, -0.894, -0.661, 0.253, 0.427, 0.222, 0.237, 0.456, -0.304, 0.667, -0.010, -0.315, -0.315, -0.357, 0.664, -0.623, 0.204, -0.333, 0.204, -0.294]}

***

{"formula": "C18H19IN2Pb", "method": "ωB97M-V with the def2-TZVPD basis set", "e_lumo_ev": [-1.4, -1.4], "total_charge": 0, "gap_ha": [0.157, 0.158], "homo_ev": [-5.69, -5.69], "total_energy_ha": -1297.30144, "species": ["C", "C", "H", "H", "H", "H", "H", "H", "C", "C", "C", "C", "H", "H", "H", "H", "N", "C", "C", "N", "C", "C", "C", "H", "H", "C", "H", "H", "Pb", "I", "C", "C", "C", "C", "C", "C", "H", "H", "H", "H", "H"], "positions_angstrom": [[2.991, -1.444, 2.691], [3.129, 0.043, 2.924], [2.322, -1.985, 3.353], [3.925, -1.974, 2.648], [2.530, -1.546, 1.676], [2.139, 0.449, 2.636], [3.282, 0.336, 3.960], [3.840, 0.605, 2.307], [-1.577, -2.705, 0.000], [-2.702, -3.362, -0.508], [-3.814, -2.586, -0.907], [-3.769, -1.200, -0.793], [-0.681, -3.242, 0.359], [-2.693, -4.454, -0.572], [-4.712, -3.085, -1.302], [-4.618, -0.574, -1.079], [-1.570, -1.355, 0.057], [-2.628, -0.561, -0.298], [-2.500, 0.914, -0.134], [-1.395, 1.413, 0.481], [-1.154, 2.735, 0.667], [-3.275, 3.204, -0.387], [-2.102, 3.658, 0.236], [-0.210, 3.023, 1.162], [-1.906, 4.729, 0.397], [-3.470, 1.823, -0.580], [-4.349, 1.437, -1.078], [-4.039, 3.910, -0.722], [0.147, -0.203, 1.110], [-0.952, -0.739, 3.888], [3.427, 0.350, -2.945], [3.141, 1.466, -2.164], [2.280, 1.340, -1.035], [1.761, 0.101, -0.736], [2.018, -1.013, -1.511], [2.877, -0.877, -2.631], [4.069, 0.446, -3.813], [3.559, 2.440, -2.411], [2.042, 2.233, -0.435], [1.564, -1.985, -1.266], [3.072, -1.765, -3.244]], "mulliken_charge": [-0.549, -0.439, 0.237, 0.364, -0.042, -0.105, 0.315, 0.273, 0.006, -0.780, -0.396, -0.729, 0.444, 0.375, 0.397, 0.287, -0.072, 0.626, 0.731, -0.054, 0.030, -0.377, -0.810, 0.474, 0.358, -0.735, 0.336, 0.409, 0.620, -0.638, -0.544, -0.373, -0.530, 0.233, -0.354, -0.429, 0.357, 0.360, 0.184, 0.205, 0.335]}

***

{"formula": "C18H19MgNO2", "method": "ωB97M-V with the def2-TZVPD basis set", "e_lumo_ev": [-1.1, -1.1], "total_charge": 0, "gap_ha": [0.162, 0.163], "homo_ev": [-5.47, -5.48], "total_energy_ha": -1102.55353, "species": ["C", "C", "C", "H", "C", "H", "H", "H", "C", "H", "H", "C", "H", "H", "C", "H", "H", "C", "H", "H", "Mg", "H", "O", "C", "O", "C", "C", "C", "C", "C", "C", "C", "C", "C", "N", "H", "H", "H", "H", "H", "H"], "positions_angstrom": [[0.216, -0.868, -1.184], [0.438, -2.520, 1.469], [1.677, -0.957, -1.275], [-0.112, -0.573, -2.228], [1.558, -1.823, 1.684], [-0.230, -2.734, 2.320], [2.155, -0.204, -1.910], [1.712, -1.333, 2.655], [2.542, -1.970, -0.698], [3.530, -1.808, -1.170], [2.237, -3.006, -0.917], [-0.568, -2.182, -0.927], [-0.567, -2.751, -1.872], [-1.616, -1.914, -0.731], [-0.037, -3.120, 0.173], [0.709, -3.807, -0.258], [-0.897, -3.756, 0.454], [2.795, -1.850, 0.835], [3.455, -2.696, 1.114], [3.374, -0.936, 1.044], [-0.509, 1.252, -1.697], [-0.129, -0.060, -0.423], [-4.172, 2.648, -1.053], [-2.982, 2.359, -1.128], [-2.381, 1.643, -2.051], [-2.067, 2.873, -0.019], [-2.453, 3.899, 0.857], [-1.545, 4.347, 1.798], [-0.262, 3.765, 1.905], [0.713, 4.181, 2.850], [1.948, 3.551, 2.915], [2.270, 2.510, 2.020], [1.359, 2.108, 1.050], [0.082, 2.708, 0.991], [-0.833, 2.334, 0.043], [-3.459, 4.294, 0.742], [-1.817, 5.152, 2.481], [0.453, 4.996, 3.529], [2.683, 3.865, 3.657], [3.236, 2.016, 2.088], [1.625, 1.338, 0.314]], "mulliken_charge": [0.280, -0.328, -0.592, -0.065, -0.511, 0.352, 0.252, 0.379, -0.996, 0.369, 0.338, -0.943, 0.272, 0.393, -0.657, 0.352, 0.404, -0.431, 0.365, 0.179, 0.408, 0.378, -0.623, 0.752, -0.623, 0.200, -0.599, -0.535, 1.150, -0.825, -0.541, -0.673, -0.194, 0.463, -0.373, 0.507, 0.404, 0.365, 0.384, 0.450, 0.113]}